No. 1
# C35H27EuN5O5

A structure of composition C35H27EuN5O5 (wB97M-V/def2-TZVPD, the OMol25 dataset).

Summary:
- charge = +1
- HOMO-LUMO gap (alpha / beta) (Eh) = 0.28507 / 0.31318
- E_HOMO (alpha / beta) (eV) = -11.536 / -11.544
- multiplicity = 7
- ΔE to the lowest compared entry with this formula, charge and spin (eV) = 0.159

Each line ends with the Mulliken charge.
Atoms and positions in Å:
Eu (-0.395, 0.384, -0.404)  0.679
O (-4.365, 2.378, -0.420)  -0.606
C (-3.450, 1.596, -0.321)  0.088
N (-2.320, 1.501, -1.114)  -0.014
C (-2.054, 2.512, -2.019)  -0.159
O (-2.441, 3.660, -1.994)  -0.521
C (-1.103, 2.091, -3.116)  0.757
C (-1.421, 2.391, -4.427)  -0.901
C (-0.514, 2.027, -5.407)  -0.373
C (0.667, 1.400, -5.032)  -1.009
C (0.888, 1.125, -3.696)  0.105
N (0.010, 1.455, -2.737)  0.181
C (-3.508, 0.528, 0.754)  0.605
C (-4.689, 0.288, 1.430)  -0.842
C (-4.708, -0.708, 2.393)  -0.403
C (-3.552, -1.432, 2.644)  -1.017
C (-2.410, -1.122, 1.929)  -0.122
N (-2.387, -0.151, 1.015)  0.277
H (-2.346, 2.904, -4.649)  0.518
H (-0.719, 2.229, -6.450)  0.439
H (1.407, 1.109, -5.763)  0.432
H (1.783, 0.610, -3.377)  0.356
H (-5.557, 0.881, 1.180)  0.574
H (-5.620, -0.929, 2.933)  0.459
H (-3.531, -2.232, 3.371)  0.469
H (-1.485, -1.669, 2.070)  0.503
O (1.263, -1.319, 0.898)  -0.063
C (1.713, -1.949, -0.315)  2.106
C (0.518, -1.729, -1.286)  0.450
O (0.728, -1.392, -2.438)  -0.583
O (-0.652, -1.711, -0.724)  -0.720
C (1.883, -3.452, -0.183)  -0.441
C (2.206, -4.192, -1.319)  0.070
C (2.349, -5.567, -1.239)  -1.033
C (2.168, -6.218, -0.024)  -0.445
C (1.832, -5.488, 1.103)  -1.018
C (1.680, -4.109, 1.022)  -0.379
C (2.955, -1.182, -0.765)  0.418
C (2.864, 0.204, -0.925)  -0.595
C (3.954, 0.974, -1.274)  -0.859
C (5.189, 0.359, -1.463)  -0.694
C (5.304, -1.007, -1.289)  -0.966
C (4.194, -1.774, -0.939)  -0.575
H (1.822, -1.615, 1.625)  0.464
H (2.342, -3.689, -2.269)  0.492
H (2.599, -6.132, -2.127)  0.413
H (2.280, -7.292, 0.037)  0.423
H (1.678, -5.990, 2.049)  0.431
H (1.378, -3.567, 1.910)  0.336
H (1.923, 0.734, -0.779)  1.105
H (3.849, 2.044, -1.402)  0.470
H (6.052, 0.950, -1.738)  0.436
H (6.262, -1.491, -1.423)  0.453
H (4.307, -2.841, -0.804)  0.505
N (0.091, 3.013, 0.101)  -0.229
C (-0.888, 3.091, 1.146)  -0.183
C (-1.920, 3.969, 1.138)  -0.646
C (-2.865, 3.979, 2.198)  -0.877
C (-2.719, 3.160, 3.269)  -0.794
C (-1.649, 2.239, 3.301)  1.169
C (-1.391, 1.376, 4.389)  -0.676
C (-0.332, 0.525, 4.337)  -0.919
C (0.437, 0.468, 3.156)  -0.412
N (0.235, 1.229, 2.113)  -0.271
C (-0.761, 2.162, 2.208)  0.702
H (1.026, 3.126, 0.475)  0.354
H (-0.077, 3.717, -0.609)  0.362
H (-2.033, 4.648, 0.302)  0.390
H (-3.693, 4.672, 2.159)  0.432
H (-3.411, 3.203, 4.100)  0.467
H (-2.032, 1.407, 5.262)  0.454
H (-0.093, -0.128, 5.165)  0.450
H (1.252, -0.240, 3.079)  0.549


No. 2
# C35H27IN2O17

A cluster of 5 separate species, C35H27IN2O17 in total (wB97M-V/def2-TZVPD, the OMol25 dataset).

Summary:
- charge = 0
- HOMO-LUMO gap (Eh) = 0.26133
- E_HOMO (eV) = -8.872
- multiplicity = 1

Each line ends with the Mulliken charge.
Atoms and positions in Å:
C (-1.745, 0.439, 1.053)  -0.881
C (-1.959, -1.065, 1.486)  -0.359
C (-0.607, -1.872, 1.747)  -0.745
I (-0.217, -3.461, 0.333)  0.159
C (0.565, -0.846, 1.906)  0.637
C (0.772, -0.300, 3.312)  -0.717
C (1.810, 0.677, 3.536)  -0.557
C (2.685, 1.170, 2.416)  0.431
N (3.638, 2.128, 2.737)  -0.489
C (4.341, 2.533, 1.660)  0.170
O (5.323, 3.509, 1.875)  -0.508
C (4.142, 1.973, 0.295)  -0.150
N (3.237, 1.029, -0.063)  -0.582
C (2.512, 0.644, 1.057)  0.222
C (1.424, -0.380, 0.849)  -0.064
H (-1.400, 1.095, 1.907)  0.370
H (-2.739, 0.877, 0.736)  0.261
H (-1.047, 0.573, 0.185)  0.167
H (-2.528, -1.028, 2.464)  0.248
H (-2.632, -1.572, 0.747)  0.316
H (-0.719, -2.362, 2.758)  0.480
H (0.116, -0.626, 4.150)  0.317
H (1.947, 1.062, 4.582)  0.287
H (4.906, 4.377, 1.703)  0.363
H (4.784, 2.396, -0.527)  0.394
H (1.273, -0.799, -0.183)  0.328
C (-0.197, -9.162, 1.807)  -0.997
C (0.635, -10.142, 1.444)  0.400
C (1.459, -10.046, 0.201)  0.963
O (2.219, -10.954, -0.083)  -0.609
C (1.310, -8.853, -0.631)  -0.866
C (0.475, -7.874, -0.271)  0.382
C (-0.329, -7.958, 0.987)  0.995
O (-1.064, -7.036, 1.288)  -0.562
O (0.322, -6.767, -1.024)  -0.568
O (0.771, -11.262, 2.182)  -0.563
H (-0.797, -9.218, 2.705)  0.407
H (1.899, -8.803, -1.537)  0.419
H (-0.330, -6.213, -0.550)  0.161
H (1.428, -11.808, 1.709)  0.351
C (-2.908, 0.430, -2.758)  -1.026
C (-2.473, 0.972, -3.899)  0.428
C (-3.210, 2.091, -4.563)  0.845
O (-2.766, 2.567, -5.593)  -0.640
C (-4.449, 2.563, -3.941)  -0.916
C (-4.883, 2.017, -2.802)  0.300
C (-4.132, 0.918, -2.124)  0.855
O (-4.554, 0.461, -1.076)  -0.641
O (-6.023, 2.433, -2.210)  -0.571
O (-1.349, 0.537, -4.502)  -0.562
H (-2.382, -0.378, -2.266)  0.548
H (-4.987, 3.366, -4.442)  0.765
H (-6.115, 1.886, -1.407)  0.343
H (-1.253, 1.089, -5.302)  0.348
C (-4.990, 8.310, -6.290)  -0.865
C (-4.444, 7.117, -6.037)  0.264
C (-5.287, 5.922, -5.732)  0.898
O (-4.747, 4.849, -5.525)  -0.503
C (-6.738, 6.096, -5.691)  -0.947
C (-7.284, 7.290, -5.941)  0.411
C (-6.443, 8.480, -6.273)  0.892
O (-6.982, 9.544, -6.512)  -0.607
O (-8.617, 7.475, -5.907)  -0.565
O (-3.109, 6.936, -6.045)  -0.588
H (-4.391, 9.182, -6.514)  0.417
H (-7.336, 5.227, -5.452)  0.466
H (-8.756, 8.418, -6.123)  0.350
H (-2.971, 5.991, -5.835)  0.319
C (7.285, -0.990, 4.410)  -1.033
C (8.012, -1.384, 5.460)  0.419
C (7.758, -0.846, 6.831)  0.938
O (8.432, -1.246, 7.763)  -0.615
C (6.702, 0.153, 6.993)  -0.853
C (5.977, 0.549, 5.941)  0.390
C (6.213, -0.009, 4.578)  0.769
O (5.514, 0.369, 3.658)  -0.325
O (5.000, 1.470, 6.062)  -0.641
O (9.006, -2.285, 5.331)  -0.570
H (7.456, -1.373, 3.413)  0.442
H (6.540, 0.548, 7.986)  0.431
H (4.630, 1.581, 5.161)  0.274
H (9.372, -2.399, 6.230)  0.347


No. 3
# C35H27N11OSW

A structure of composition C35H27N11OSW (wB97M-V/def2-TZVPD, the OMol25 dataset).

Summary:
- charge = +2
- HOMO-LUMO gap (alpha / beta) (Eh) = 0.24811 / 0.22159
- E_HOMO (alpha / beta) (eV) = -13.223 / -13.376
- multiplicity = 3
- ΔE to the lowest compared entry with this formula, charge and spin (eV) = 0.000

Each line ends with the Mulliken charge.
Atoms and positions in Å:
W (1.236, -0.639, 0.224)  1.040
C (3.894, 1.866, 2.811)  -0.703
C (3.428, 0.818, 2.009)  0.226
N (2.143, 0.600, 1.849)  0.300
C (1.275, 1.428, 2.469)  0.267
C (1.737, 2.520, 3.190)  -0.208
N (3.026, 2.715, 3.397)  -0.530
C (-0.151, 1.025, 2.366)  0.470
C (-1.165, 1.514, 3.171)  -0.876
C (-2.399, 0.877, 3.132)  0.778
C (-2.595, -0.288, 2.332)  -1.084
C (-1.537, -0.731, 1.595)  0.512
N (-0.327, -0.071, 1.569)  0.454
C (-1.463, -2.042, 0.845)  0.114
C (-2.563, -2.918, 0.662)  -0.180
N (-2.385, -4.105, 0.134)  -0.556
C (-1.113, -4.503, -0.162)  -0.768
C (-0.045, -3.645, 0.005)  -0.180
N (-0.250, -2.387, 0.427)  0.106
C (-3.511, 1.300, 3.984)  0.177
C (-4.372, 0.422, 4.554)  -0.541
C (-5.361, 0.868, 5.388)  -0.466
N (-5.589, 2.163, 5.587)  -0.540
C (-4.798, 3.043, 4.956)  -0.459
C (-3.704, 2.645, 4.182)  -0.644
H (4.945, 2.059, 2.988)  0.439
H (4.130, 0.114, 1.549)  0.271
H (1.080, 3.287, 3.585)  0.432
H (-0.959, 2.340, 3.837)  0.670
H (-3.538, -0.795, 2.300)  0.757
H (-3.558, -2.579, 0.993)  0.415
H (-0.979, -5.514, -0.517)  0.443
H (0.959, -3.921, -0.287)  0.431
H (-4.291, -0.642, 4.452)  0.500
H (-5.990, 0.183, 5.954)  0.385
H (-5.000, 4.081, 5.177)  0.388
H (-3.082, 3.430, 3.744)  0.463
N (5.036, -2.956, 0.449)  -0.426
C (4.013, -2.106, 0.252)  0.611
S (2.563, -2.388, 1.299)  -0.564
N (4.113, -1.163, -0.613)  -1.530
N (3.076, -0.283, -0.748)  1.253
C (3.414, 0.714, -1.573)  -0.331
C (2.550, 1.755, -2.014)  1.258
C (2.909, 2.556, -3.123)  -1.170
C (2.031, 3.465, -3.662)  -0.886
C (0.733, 3.596, -3.125)  -0.671
C (0.356, 2.875, -2.019)  -0.897
C (1.260, 1.927, -1.502)  0.243
O (0.866, 1.164, -0.486)  0.093
H (5.004, -3.574, 1.250)  0.230
H (5.882, -2.877, -0.096)  0.239
H (4.374, 0.692, -2.060)  0.487
H (3.894, 2.462, -3.598)  0.405
H (2.288, 4.058, -4.518)  0.455
H (0.039, 4.324, -3.545)  0.453
H (-0.616, 2.954, -1.569)  0.500
N (-1.667, 0.174, -1.071)  0.255
C (-1.483, -0.313, -2.401)  0.903
C (-2.500, -0.066, -3.313)  -0.597
C (-2.502, -0.607, -4.637)  -0.950
C (-1.430, -1.316, -5.021)  -0.809
C (-0.317, -1.529, -4.150)  0.563
C (0.802, -2.277, -4.596)  -0.803
C (1.766, -2.647, -3.686)  -1.300
C (1.630, -2.225, -2.365)  0.034
N (0.690, -1.393, -1.919)  0.526
C (-0.333, -1.067, -2.811)  -0.534
H (-2.561, 0.675, -0.992)  0.321
H (-0.908, 0.801, -0.807)  -0.208
H (-3.322, 0.585, -3.039)  0.425
H (-3.259, -0.342, -5.372)  0.401
H (-1.348, -1.675, -6.027)  0.446
H (0.874, -2.601, -5.613)  0.504
H (2.608, -3.281, -3.993)  0.496
H (2.346, -2.608, -1.637)  0.270


Q: Which of these has the lowest charge?
A: C35H27IN2O17


Q: Which of these has the lowest charge?
A: C35H27IN2O17


Q: What is the multiplicity in the first record?
A: 7


Q: Look up the multiplicity of the first one.
A: 7